9
Properties=species:S:1:pos:R:3 method="wB97M-V/def2-TZVPD" multiplicity=1 smiles="O=c1ncnn[nH]1" orbital_gap_ev=9.17 fmax_ev_per_a=7.03 e_above_lowest_kj_mol=134.8
C -1.15 -0.11 0.13
C 0.98 -1.08 -0.07
H 1.63 -2.00 0.01
H -0.85 2.18 0.28
N -0.23 -1.22 0.06
N 1.62 0.14 -0.13
N 0.92 1.14 -0.06
N -0.49 1.13 -0.03
O -2.43 -0.19 -0.19